DFT (the ωB97M-V functional and the def2-TZVPD basis) results for a cluster of 5 separate species, H10O4S2 in total in a non-equilibrium geometry.

Structure (ORCA input):
```
! wB97M-V def2-TZVPD RIJCOSX def2/J DEFGRID3
* xyz 0 1
H 0.84959 1.15161 -1.23298
O 0.53344 0.61261 1.74579
H 0.64041 1.10655 0.89783
S -2.13383 -0.97774 0.02847
H 1.09244 -0.87459 -1.03256
H 0.70105 -1.29311 1.03026
S -3.56488 0.13075 1.17050
O 0.46318 2.02025 -0.93208
H -0.20405 2.16872 -1.56732
H 2.09761 -1.00464 -2.12372
O 1.42383 -0.39855 -1.89281
H 0.91595 1.25635 2.28475
O 1.18265 -1.71246 0.39589
H 1.09801 -2.72186 0.58029
H -2.72038 0.79311 1.78095
H -2.37503 -0.25700 -1.13327
*
```

HOMO energy = -0.347 Eh
E_tot = -1103.30192 Eh
ΔE to the lowest compared entry with this formula, charge and spin = 17.8 kcal/mol
HOMO-LUMO gap = 9.58 eV